Density functional theory data (ωB97M-V/def2-TZVPD) for a cluster of 6 separate species, C30H55ClN10 in total at a distorted geometry.

The charge is +4. For the LUMO energy, the calculation gives -8.61 eV. The frontier orbital gap is 8.97 eV.

Positions of all 96 atoms, in Å:
H 1.34022 4.72116 -0.00471
H -5.76215 -4.62415 2.45532
H -0.64980 0.68350 -8.15259
H -1.19297 1.28752 -5.50510
H 0.01070 6.72071 -0.29452
H 8.16641 -1.94246 2.24451
C 1.73581 -1.95005 7.27500
H 1.19418 -0.18929 -1.45886
H 7.69556 -0.68838 3.52966
H 2.51208 -0.90067 -4.79427
C -5.40231 -4.98931 1.49341
H -4.25023 7.22253 -2.52650
N 0.75390 0.21187 -5.68205
H 0.76493 3.37325 -0.89305
H 6.76112 -2.53889 0.45885
N 4.13636 -0.74784 1.57793
H -2.48755 0.64029 4.81489
H -0.40819 -0.92258 2.09862
H -0.90081 0.42556 -2.87820
C -4.29414 5.25518 -1.60124
C 4.72841 -1.63228 0.64210
H -2.53074 -3.59602 -3.24452
C -0.41470 0.65728 -5.10076
H 2.90954 0.80414 -0.49661
H 3.37271 1.82701 0.84690
N 0.88566 -0.51136 -3.53826
H 2.52481 0.23266 2.49351
C -1.95997 4.24483 -0.96414
H -5.71694 6.31732 -2.95176
H 2.09610 -0.93424 1.21437
H 0.40687 -3.55690 6.42292
H 0.70408 1.47631 -9.00088
C -1.88691 -2.87503 -2.74078
N -0.90487 -0.48247 4.23411
H 2.55801 -0.75557 -2.38442
N 6.21758 -1.47557 2.27942
C 0.46685 4.07882 -0.11755
C 1.51312 -0.49151 -4.76161
C 0.52396 -2.11279 3.75016
N -4.51971 -4.10844 0.70534
H -4.94404 -5.96819 1.63438
C 5.99559 -2.00738 1.00463
H 7.40983 -2.48354 3.65305
C -0.24593 -1.11518 3.14885
C -0.83503 6.17584 -0.68728
H 4.94066 -0.27955 3.59968
H 1.06790 -1.36560 7.90779
C -0.50150 -1.10555 5.38435
H 1.77868 -3.46699 5.53064
H -3.18794 -1.11084 0.06263
H 1.14306 -2.83445 3.23800
C -3.35335 -4.40102 0.07761
H -2.87892 -5.32382 -0.22200
H -4.67727 5.56308 -0.62835
C 5.02971 -0.82612 2.67246
C 2.82489 -0.18959 1.53447
H 1.69406 1.45851 0.46571
C 1.22111 0.50685 -7.04330
H -2.20920 -1.85616 -2.95555
C 2.69271 1.02945 0.54757
H 1.45045 -0.48481 -7.43332
C 7.45543 -1.61103 3.00132
C 1.15972 -2.81753 6.14966
N -0.76331 4.79231 -0.60794
H 2.29266 -2.62950 7.92025
H -6.29414 -5.01240 0.86714
H 2.47702 -1.20134 6.99548
H 0.12036 3.52093 0.75239
C -2.08621 6.45524 -1.20318
H 4.13041 -1.72614 -0.25232
H -0.95847 -3.92696 -1.03848
C -4.65332 6.23041 -2.72980
H -1.24684 1.52427 3.91164
H -2.57906 7.40605 -1.34270
H -0.96169 -2.94385 -3.31291
C 0.29052 1.21994 -8.02552
H -4.62625 4.22623 -1.73938
N 0.46681 -2.01543 5.14403
H -0.04224 2.18725 -7.64912
H -2.26628 0.35044 3.01782
H -4.20964 5.93603 -3.68090
C -1.60548 -3.08158 -1.27258
H -1.00019 -2.27323 -0.86234
H -0.91134 -0.86118 6.35322
C -1.79713 0.58539 3.97322
C -3.47503 -2.14635 0.17078
H -5.31826 -2.27613 1.36522
C 1.47552 -0.83897 -2.28763
H 1.28801 -1.82810 -1.86982
N -2.83773 5.27562 -1.32921
C -0.29015 0.20979 -3.74245
N -2.82017 -3.20812 -0.43374
H -2.24862 3.20415 -0.95604
Cl -0.90961 0.83481 -0.02022
C -4.51235 -2.71452 0.79537
H 2.14467 1.08396 -6.99754

Atoms 1-2, force components in eV/Å:
H -0.6 0.4 0.4
H 0.8 0.6 -0.1


Density functional theory data (ωB97M-V/def2-TZVPD) for a structure of composition C34H26Cl5F4Ge2N4Rh at a distorted geometry.

The charge is +2. As for the expectation value of S²: 6.10. For the LUMO energy (spin up / spin down), the calculation gives -7.00 / -10.10 eV. As for the spin multiplicity: 5. The frontier orbital gap (spin up / spin down) is 6.64 / 3.36 eV.

Positions of all 76 atoms, in Å:
C 0.57590 -3.17191 4.14775
Ge -2.05640 0.38859 -0.39485
H -0.82580 -1.13781 -2.16845
Cl -3.24550 4.85899 -3.68595
F 0.58090 -3.13661 5.47165
C 0.01040 -6.96361 2.07485
C -1.79840 3.44129 -0.23505
F 0.82120 -0.96331 1.25945
H 4.31480 2.00579 0.32085
N -0.10540 -8.00351 2.54995
C -2.82880 5.63449 0.23145
C 1.72810 -1.88721 -2.51935
H 4.38160 1.46579 1.99035
C -2.55220 -0.86741 1.19585
C 0.52110 -3.28011 1.37775
C 0.65670 -2.07601 2.02595
H -4.65600 -0.95001 -3.00875
H -3.30500 -0.33321 1.77515
C 0.47160 -4.39621 3.49885
C 0.69960 0.05599 -1.35235
N -0.43370 -5.79121 -1.06775
H -4.01960 1.27169 -1.93245
C -2.82840 4.71659 -2.03295
Ge 1.04680 1.78029 -0.24115
H -3.27620 -2.82871 1.57355
C -0.57070 -0.36741 -1.45005
N 1.11340 -0.16961 6.49295
H -2.34700 -2.71611 0.08205
H -3.27470 -1.69161 -2.21805
C 2.39810 1.81469 1.32465
H 0.80080 -2.43371 -2.46955
C 2.56710 3.55839 -2.13295
H 2.64510 4.54149 -2.59045
H 3.16720 1.02499 -1.52815
H 3.87300 0.34109 0.73775
C 0.83820 -0.42211 5.40905
H 1.98490 1.22339 2.13455
Cl -1.64830 2.38129 -2.68985
C 3.82240 1.37879 1.05855
C 2.81290 -2.45331 -3.15095
H 2.71090 -3.42001 -3.61975
C 1.83250 -0.59941 -1.95095
F 0.49410 -3.25451 0.03985
N -0.48270 1.10549 2.56295
H 0.44760 3.71169 -1.90445
C 1.31110 3.51249 -1.28095
C -2.13900 4.50089 0.61425
C 0.61680 -1.96151 3.42825
C 0.51440 -0.66581 4.06415
C 0.00290 0.34749 3.31205
Cl -3.21260 6.87939 1.34175
H -3.03100 -0.40331 -3.42195
C -0.16800 -5.77301 0.05085
H -4.00680 -2.09211 0.15775
C -2.13180 3.59299 -1.57865
H -4.57010 0.03859 -0.80725
C 4.16140 -0.52311 -2.61465
C 0.37530 -4.49651 2.08665
F 0.40330 -5.49351 4.23325
H -1.67120 -1.00021 1.81375
H 4.88320 -2.24131 -3.68155
H 5.10680 -0.00481 -2.65095
H 1.34600 4.28669 -0.51255
H 3.46370 3.39959 -1.54165
Cl -1.57230 4.19719 2.22295
Cl -4.07220 7.08329 -1.67015
C 4.03420 -1.78281 -3.19755
H 2.36510 2.86699 1.61745
C -3.66190 -0.74611 -2.60295
H 2.53250 2.82199 -2.93045
C 3.07730 0.05149 -1.99265
C -3.78160 0.29739 -1.51235
C -3.07340 -2.19751 0.70595
Rh -1.06960 2.11739 1.06025
C -3.20080 5.72929 -1.12875
C 0.10590 -5.72751 1.42425

Atoms 1-2, force components in eV/Å:
C 0.0 0.4 0.1
Ge -0.1 -1.2 -1.4


Q: Which of these has the lowest charge?
A: C34H26Cl5F4Ge2N4Rh